The following is a quantum chemistry calculation of C4H11N3O as an isolated structure in a non-equilibrium geometry, from the Open Molecules 2025 dataset.

The net charge is 0. The multiplicity is 1. The total energy comes out at -398.4268 Eh. The calculation puts the orbital gap at 9.50 eV. For the energy above the lowest of the compared OMol25 structures with the same formula, charge and spin, the calculation gives 79.9 kcal per mole.

The geometry in XYZ format:
```
19
Properties=species:S:1:pos:R:3:forces:R:3
C -1.991 -0.172 -0.089 -0.5539 0.5073 0.5859
C -1.964 -1.608 0.381 -0.0507 0.1966 0.2047
N -0.084 0.327 -0.067 0.0804 0.4646 1.0860
N 0.056 1.551 -0.844 0.0753 0.0651 0.1893
N 2.610 1.044 0.717 -0.0295 0.0121 0.0509
C 1.050 -0.537 -0.195 0.1720 0.1093 -0.0292
C 2.286 -0.167 0.156 -0.0439 0.1416 -0.3309
O -2.352 0.763 0.655 -0.4548 -0.5765 -0.5846
H -0.279 0.657 0.922 0.6203 -0.5341 -1.3385
H -2.091 -0.091 -1.192 0.0614 0.1367 0.0363
H 0.034 1.275 -1.825 -0.0428 -0.0302 0.1903
H -0.803 2.072 -0.654 0.0275 -0.1616 -0.0619
H 3.575 1.321 0.666 -0.0717 -0.0128 0.0181
H 1.951 1.788 0.531 0.0806 0.0146 -0.0619
H 0.846 -1.503 -0.627 0.0767 -0.0999 -0.0002
H 3.114 -0.837 -0.033 -0.0019 -0.1262 0.1798
H -2.974 -2.006 0.256 0.0156 -0.0300 0.0096
H -1.279 -2.218 -0.199 0.0448 -0.0896 -0.1176
H -1.705 -1.658 1.440 -0.0054 0.0128 -0.0262
```
Forces are in eV/Å.

The following is a quantum chemistry calculation of C4H11N3O as an isolated structure in a non-equilibrium geometry, from the Open Molecules 2025 dataset.

The net charge is 0. The multiplicity is 1. The total energy comes out at -398.3929 Eh. The calculation puts the orbital gap at 9.01 eV. For the energy above the lowest of the compared OMol25 structures with the same formula, charge and spin, the calculation gives 101.2 kcal per mole.

The geometry in XYZ format:
```
19
Properties=species:S:1:pos:R:3:forces:R:3
C 0.610 1.857 0.985 0.0695 0.1195 0.0483
C 1.852 -0.225 1.099 0.1247 0.0179 0.0828
C -1.466 -1.048 -2.156 -0.5908 0.5882 0.0630
N -0.409 -0.225 -0.098 1.6631 1.2924 0.7046
N 1.112 0.704 0.288 -3.0356 -1.7752 0.3904
C -0.412 -0.240 -1.438 2.1221 -0.3936 -1.4607
N -1.439 -0.827 0.629 1.1471 0.8520 0.6160
O 0.564 0.232 -2.022 -1.5354 -0.3025 -0.8629
H -1.066 -1.540 1.251 -0.0302 -0.0263 -0.0814
H -1.929 -0.135 1.189 -0.0467 -0.0454 -0.0048
H -0.027 2.427 0.310 -0.0481 -0.0532 0.0251
H 1.475 2.494 1.208 -0.0858 -0.1231 0.1768
H 0.064 1.617 1.908 0.0800 0.1274 0.0850
H 2.082 -1.108 0.505 -0.0713 -0.0077 0.0121
H 1.339 -0.513 2.026 0.1256 0.0047 0.0845
H 2.810 0.255 1.336 -0.1528 -0.0063 0.1397
H -1.111 -2.070 -2.276 0.0321 -0.0003 0.0184
H -1.641 -0.603 -3.134 0.2117 -0.0838 -0.0296
H -2.407 -1.051 -1.610 0.0208 -0.1848 -0.0073
```
Forces are in eV/Å.

The following is a quantum chemistry calculation of a 2-piece molecular cluster, C4H11N3O overall, from the Open Molecules 2025 dataset.

Its SMILES is CC(N)=O.N/C=C/N. The net charge is 0. The multiplicity is 1. The total energy comes out at -398.5154 Eh. The calculation puts the orbital gap at 7.84 eV. For the energy above the lowest of the compared OMol25 structures with the same formula, charge and spin, the calculation gives 24.3 kcal per mole.

The geometry in XYZ format:
```
19
Properties=species:S:1:pos:R:3:forces:R:3
C -0.236 1.137 1.878 0.4277 -0.1333 -0.1043
C 1.235 0.849 1.675 0.1717 0.3666 0.1389
N 2.065 1.927 1.803 -0.1117 -0.0367 -0.0871
O 1.685 -0.250 1.400 -0.1570 0.0078 0.0488
H -0.420 2.077 2.395 0.0482 -0.0011 0.0120
H -0.680 0.303 2.410 -0.1345 0.0162 -0.0107
H -0.664 1.166 0.880 -0.3028 0.0058 -0.0071
H 1.692 2.864 1.812 0.1213 -0.1786 0.0497
H 3.020 1.781 1.519 0.0043 0.1268 0.0177
N -0.816 -1.450 0.270 -0.3031 -0.0963 -0.2885
C -1.121 -1.476 -1.108 0.2122 0.2267 -0.2996
C -0.420 -0.815 -2.031 -0.4891 0.0347 0.3914
N -0.614 -0.925 -3.426 -0.0446 0.0848 -0.1289
H 0.171 -1.287 0.442 -0.1115 -0.0949 0.2240
H -1.135 -2.283 0.740 0.1309 -0.0211 0.0656
H -2.010 -2.018 -1.416 0.0798 -0.2087 0.1624
H 0.346 -0.128 -1.697 0.3970 -0.1208 -0.2043
H -0.642 -0.031 -3.897 -0.0177 0.0051 0.0303
H -1.455 -1.443 -3.651 0.0789 0.0169 -0.0103
```
Forces are in eV/Å.

The following is a quantum chemistry calculation of C4H11N3O as an isolated structure in a non-equilibrium geometry, from the Open Molecules 2025 dataset.

The net charge is 0. The multiplicity is 1. The total energy comes out at -398.2702 Eh. The calculation puts the orbital gap (alpha / beta) at 7.89 / 7.89 eV. For the energy above the lowest of the compared OMol25 structures with the same formula, charge and spin, the calculation gives 178.2 kcal per mole.

The geometry in XYZ format:
```
19
Properties=species:S:1:pos:R:3:forces:R:3
C -1.953 0.528 -1.255 -0.2962 -0.0777 0.2673
N -1.021 0.781 -0.190 -0.2791 -0.1919 -0.2600
N -1.308 1.910 0.577 -0.0621 -0.4807 0.1460
N -0.831 -0.716 0.916 -1.0905 -0.6280 -0.6406
O -1.238 -1.713 0.457 0.7500 1.8296 0.3801
H -1.976 1.670 1.313 -0.0167 0.1159 -0.0410
H -0.450 2.214 1.024 -0.0713 -0.0466 -0.0138
H -1.794 1.226 -2.081 0.0151 -0.0439 0.1054
H -2.990 0.616 -0.908 -0.0161 -0.0039 -0.0973
H -1.792 -0.488 -1.620 0.0023 0.0093 -0.0016
C 1.695 -1.540 -0.542 0.2420 -0.1698 0.1402
C 1.286 -0.379 0.299 -0.4364 0.7167 -0.8593
C 2.034 0.200 1.234 0.0630 -0.1697 0.0021
H 0.243 0.338 -0.198 1.2463 -0.8114 0.8911
H 2.619 -2.005 -0.186 0.0007 -0.0286 -0.0510
H 0.917 -2.311 -0.543 0.0100 0.0077 0.0064
H 1.838 -1.246 -1.586 -0.0003 0.0419 0.0591
H 3.051 -0.117 1.461 -0.0034 -0.0825 -0.0112
H 1.671 1.031 1.830 -0.0575 0.0133 -0.0219
```
Forces are in eV/Å.

The following is a quantum chemistry calculation of a 2-piece molecular cluster, C4H11N3O overall in a non-equilibrium geometry, from the Open Molecules 2025 dataset.

The net charge is +1. The multiplicity is 2. The total energy comes out at -398.2445 Eh. The calculation puts the orbital gap (alpha / beta) at 9.69 / 6.43 eV. The expectation value of S² is 0.758. For the energy above the lowest of the compared OMol25 structures with the same formula, charge and spin, the calculation gives 9.5 kcal per mole.

The geometry in XYZ format:
```
19
Properties=species:S:1:pos:R:3:forces:R:3
C -0.703 -0.098 -1.958 -0.4622 1.3087 -0.3278
C -1.148 -1.228 -1.313 -1.0793 -1.1689 0.5514
N -1.157 -1.455 0.018 -1.4535 0.4722 -0.9584
N -1.132 0.223 -3.228 0.5262 0.7942 1.2997
H -0.134 0.678 -1.445 0.5002 -0.5226 0.0801
H -1.615 -2.015 -1.905 0.4595 0.0298 -0.1866
H -1.468 -0.667 0.598 1.1136 0.2413 0.3765
H -1.629 -2.308 0.292 0.1878 -0.1563 -0.0238
H -0.615 1.039 -3.545 -0.1083 -0.1250 -0.2956
H -2.121 0.475 -3.241 -0.1396 -0.8224 -0.5698
C 2.059 1.524 1.968 -1.0144 0.0730 0.2195
C 0.916 0.591 1.562 1.6551 -0.0574 0.4331
N 1.332 -0.654 1.211 -0.6431 -0.0828 -0.4584
O -0.262 0.901 1.564 -0.4585 0.0876 -0.4559
H 2.642 1.100 2.786 -0.0480 -0.0816 -0.0227
H 1.576 2.436 2.311 0.2914 0.1377 -0.0132
H 2.730 1.726 1.136 -0.0759 -0.0071 -0.0772
H 0.642 -1.210 0.723 0.5945 -0.2236 0.4436
H 2.293 -0.935 1.209 0.1543 0.1034 -0.0146
```
Forces are in eV/Å.

The following is a quantum chemistry calculation of a 2-piece molecular cluster, C4H11N3O overall in a non-equilibrium geometry, from the Open Molecules 2025 dataset.

The net charge is +2. The multiplicity is 1. The total energy comes out at -397.8015 Eh. The calculation puts the orbital gap at 10.68 eV. For the energy above the lowest of the compared OMol25 structures with the same formula, charge and spin, the calculation gives 33.4 kcal per mole.

The geometry in XYZ format:
```
19
Properties=species:S:1:pos:R:3:forces:R:3
C -2.483 0.137 0.442 0.8931 0.1479 1.9382
C 0.602 1.564 -0.668 -2.4584 0.5900 -0.8289
C 0.808 0.108 -0.707 1.9774 -1.7188 -0.3713
C 1.767 -1.949 0.311 -2.6317 -0.1732 -1.4927
N -2.014 0.835 1.259 -0.7431 -0.4478 -0.9382
N -2.679 -0.863 -0.310 0.0570 0.0583 -3.6576
N 1.513 -0.538 0.148 -1.5198 0.9813 0.7581
O 0.655 2.010 0.644 0.7963 1.9710 0.7504
H 1.402 1.964 -1.273 0.2101 0.3784 -0.6482
H -0.449 1.789 -1.240 2.3653 -0.2826 1.2625
H 0.639 -0.515 -1.583 -0.7630 0.3937 -0.2675
H 0.773 -2.447 0.359 0.9698 -0.1235 -0.4136
H 2.362 -2.118 -0.522 0.9331 -1.6946 -1.6052
H 2.293 -2.172 1.172 1.0571 0.0192 1.7960
H -2.242 1.683 1.746 -0.0303 0.5207 0.2971
H -3.318 -1.629 -0.138 -0.2624 -0.0658 0.6150
H -2.508 -0.717 -1.357 -0.3442 -0.2563 1.8169
H 1.070 2.940 0.763 -0.9779 -2.2269 -0.6201
H 1.809 -0.083 0.956 0.4717 1.9290 1.6090
```
Forces are in eV/Å.